Here is a 2-piece molecular cluster, C4H13N2S2 overall at a distorted geometry from the OMol25 dataset. Energies are from the ωB97M-V functional and the def2-TZVPD basis.

Cartesian coordinates (Å):
C -2.076 -0.133 -1.642
C -0.640 -0.582 -1.276
S -0.440 -2.321 -1.656
N -3.127 -0.838 -0.982
H -2.165 -0.265 -2.713
H -2.104 0.963 -1.468
H -0.560 -0.399 -0.174
H 0.070 0.153 -1.690
H -3.011 -0.656 0.034
H -2.857 -1.832 -1.114
C 0.477 1.311 2.122
C 1.835 1.521 1.474
S 2.156 0.165 0.275
N 0.038 2.631 2.699
H -0.221 0.975 1.311
H 0.513 0.573 2.925
H 1.808 2.448 0.877
H 2.607 1.554 2.227
H 3.499 0.093 0.409
H -0.362 3.195 1.979
H -0.629 2.433 3.416

Properties
* HOMO level: -2.43 eV
* energy relative to the best compared isomer or geometry (same formula, charge and spin): 0.784 eV
* net charge: -1
* LUMO energy: 2.97 eV